[1]
A molecular structure, C46H40BrGe2HfN5O4S2 at a distorted geometry, computed with ωB97M-V with the def2-TZVPD basis set.

Each line ends with the Mulliken charge.
CARTESIAN COORDINATES (ANGSTROEM)
Hf 0.808 1.040 0.427  0.4886
Br 6.003 -0.609 5.654  -0.1560
C 4.496 -0.272 4.581  -0.4487
C 3.219 -0.348 5.133  -0.4173
C 2.103 -0.094 4.357  -0.8912
C 2.246 0.228 3.014  -0.0248
O 1.164 0.519 2.284  0.1733
C 3.531 0.287 2.440  0.8249
C 3.828 0.568 1.044  -0.4202
N 3.008 0.589 0.050  1.0559
C 3.487 0.828 -1.281  -0.4899
C 4.767 0.575 -1.689  -0.2882
C 5.168 0.849 -3.016  -1.1465
C 4.277 1.357 -3.914  -0.8300
C 2.933 1.584 -3.529  0.7698
C 1.957 2.093 -4.421  -0.9932
C 0.676 2.272 -3.996  -1.2976
C 0.345 1.924 -2.672  -0.5105
N 1.227 1.458 -1.815  1.1480
C 2.531 1.297 -2.219  0.3047
C 4.651 0.052 3.253  -1.0007
H 3.103 -0.593 6.180  0.4551
H 1.107 -0.130 4.779  0.5672
H 4.881 0.764 0.851  0.4104
H 5.489 0.151 -1.004  0.5803
H 6.191 0.654 -3.308  0.4205
H 4.576 1.582 -4.929  0.4709
H 2.248 2.335 -5.436  0.4826
H -0.095 2.658 -4.646  0.6085
H -0.669 2.054 -2.309  0.6850
H 5.643 0.121 2.825  0.5310
S 1.958 3.264 0.762  -0.5444
C 1.019 4.744 0.448  0.2775
C 0.566 5.509 1.517  -0.1561
C -0.110 6.699 1.282  -0.9118
C -0.345 7.129 -0.017  -0.3837
C 0.102 6.362 -1.084  -0.7559
C 0.784 5.177 -0.853  -0.0545
H 0.751 5.175 2.530  0.4862
H -0.452 7.291 2.121  0.3766
H -0.868 8.059 -0.196  0.4022
H -0.076 6.688 -2.101  0.4166
H 1.144 4.586 -1.688  0.4791
C -1.984 -0.249 -3.587  -1.3109
Ge -2.671 -0.886 -1.871  1.1318
C -4.614 -0.889 -1.917  -1.2120
C -2.019 -2.721 -1.672  -1.2125
Ge -1.776 0.520 -0.118  -0.3197
C -2.443 2.363 -0.438  -0.0978
C -3.335 2.662 -1.474  0.1049
C -3.768 3.961 -1.703  -1.1213
C -3.303 5.000 -0.907  -0.7756
C -2.406 4.731 0.113  -1.3414
C -1.984 3.426 0.338  0.1491
C -2.638 -0.019 1.598  0.0320
C -2.411 0.683 2.784  0.6569
C -2.962 0.270 3.989  -0.9758
C -3.748 -0.874 4.040  -0.5293
C -3.981 -1.592 2.877  -1.0237
C -3.429 -1.166 1.674  0.2680
H -2.340 -0.888 -4.398  0.5734
H -0.893 -0.276 -3.592  0.3347
H -2.312 0.771 -3.794  0.3350
H -4.942 -1.484 -2.772  0.5025
H -5.019 0.116 -2.022  0.3798
H -5.034 -1.327 -1.013  0.3713
H -2.315 -3.324 -2.533  0.6226
H -2.414 -3.199 -0.775  0.4000
H -0.928 -2.724 -1.617  0.1274
H -3.714 1.874 -2.113  0.0563
H -4.471 4.162 -2.502  0.4486
H -3.636 6.015 -1.085  0.4278
H -2.022 5.533 0.729  0.8892
H -1.284 3.272 1.157  0.5932
H -1.807 1.584 2.787  0.2031
H -2.782 0.845 4.888  0.4654
H -4.178 -1.200 4.978  0.4047
H -4.597 -2.482 2.901  0.4561
H -3.633 -1.751 0.784  0.1558
O -2.842 -7.138 1.708  -0.4461
S -2.088 -8.149 0.985  1.2683
O -1.867 -9.325 1.800  -0.4715
O -2.813 -8.510 -0.225  -0.4543
C -0.515 -7.457 0.546  0.1692
N 0.400 -8.354 0.213  -0.4596
C 1.581 -7.844 -0.132  -0.4689
C 1.822 -6.481 -0.149  -0.6735
C 0.770 -5.650 0.207  0.1506
N -0.414 -6.143 0.569  -0.2373
C 0.881 -4.165 0.223  1.7836
C 0.037 -3.423 1.037  -0.8856
C 0.104 -2.047 0.995  -0.4093
N 0.956 -1.385 0.197  0.6528
C 1.789 -2.100 -0.566  -0.8482
C 1.778 -3.483 -0.587  -1.0724
H 2.355 -8.554 -0.398  0.4368
H 2.795 -6.095 -0.415  0.4443
H -0.685 -3.908 1.679  0.6121
H -0.543 -1.452 1.627  0.3722
H 2.466 -1.550 -1.205  0.2615
H 2.455 -4.002 -1.251  0.4117

total charge	+1
ΔE to the lowest compared entry with this formula, charge and spin	41.5	kJ/mol
multiplicity	2
LUMO energy (spin up / spin down)	-0.141 / -0.216	hartree
HOMO (spin up / spin down)	-10.25 / -10.25	eV
orbital gap (spin up / spin down)	6.428 / 4.382	eV



[2]
A molecular structure, C46H40CsF14N3OP at a distorted geometry, computed with ωB97M-V with the def2-TZVPD basis set.

Each line ends with the Mulliken charge.
CARTESIAN COORDINATES (ANGSTROEM)
Cs -1.674 -0.127 0.569  1.4174
C 0.580 0.058 4.197  -0.9862
C -0.814 0.286 4.759  -1.1261
N -1.668 1.134 3.928  0.9808
C -1.634 2.536 4.309  -0.6463
C -0.251 3.156 4.275  -1.4098
C -3.036 0.611 3.972  -0.9148
C -4.079 1.358 3.143  -1.3186
N -3.728 1.350 1.740  0.1938
C -4.608 1.807 0.861  0.0190
C -4.301 1.775 -0.536  -0.1833
F -3.067 1.292 -0.901  -0.0099
C -5.136 2.178 -1.541  -0.2197
F -4.704 2.067 -2.815  -0.2840
C -6.401 2.692 -1.287  -0.6367
C -6.736 2.770 0.051  -0.0632
F -7.947 3.275 0.389  -0.3453
C -5.908 2.365 1.073  0.6697
F -6.384 2.532 2.339  -0.3602
H 1.009 -0.860 4.596  0.4585
H 1.268 0.875 4.395  0.3589
H 0.506 -0.040 3.115  -0.0512
H -0.772 0.677 5.791  0.3204
H -1.305 -0.685 4.833  0.7402
H -2.064 2.673 5.323  0.1663
H -2.288 3.077 3.626  0.3728
H 0.389 2.772 5.067  0.3945
H -0.314 4.237 4.399  0.4365
H 0.249 2.948 3.331  0.3611
H -3.396 0.584 5.020  0.3236
H -2.975 -0.426 3.639  0.2539
H -4.229 2.372 3.540  0.4471
H -5.031 0.842 3.350  0.5161
H -7.064 3.008 -2.071  0.5041
O -0.413 3.584 0.253  -0.3534
C 0.831 4.155 0.556  -0.8829
C 1.819 3.206 1.201  0.4053
C 2.905 3.718 1.909  -1.1515
C 3.810 2.837 2.470  -0.7814
C 3.588 1.476 2.322  -0.9824
C 2.470 1.069 1.615  -0.5961
N 1.606 1.905 1.051  0.8752
H -0.780 3.170 1.043  0.1190
H 0.724 5.042 1.201  0.4436
H 1.236 4.499 -0.403  0.4171
H 3.019 4.786 2.018  0.5213
H 4.667 3.203 3.018  0.4648
H 4.255 0.739 2.742  0.5563
H 2.266 0.014 1.486  0.8652
F 1.107 -6.405 -0.764  -0.4544
C 0.450 -5.489 0.019  0.3033
C 1.154 -4.479 0.654  -0.4653
C 0.483 -3.555 1.428  -0.1179
C -0.925 -3.622 1.682  1.5256
C -1.574 -2.793 2.572  -1.9616
C -1.596 -4.626 0.908  -0.9735
C -0.932 -5.543 0.130  -0.3838
H 2.229 -4.436 0.551  0.5685
H 1.070 -2.799 1.947  0.1847
H -0.995 -2.106 3.168  0.1817
H -2.609 -2.948 2.831  0.1537
H -2.675 -4.711 0.996  0.3048
H -1.480 -6.311 -0.399  0.4143
F 0.614 -5.745 -6.493  -0.2703
C 0.964 -6.051 -5.213  0.7917
F 2.191 -6.627 -5.290  -0.2700
F 0.108 -7.005 -4.799  -0.2818
C 0.964 -4.831 -4.331  0.2827
C 0.068 -4.712 -3.285  -0.6791
C 0.087 -3.562 -2.503  -0.7029
C 0.999 -2.546 -2.776  -0.3016
C 1.908 -2.685 -3.831  0.0556
C 1.893 -3.823 -4.607  -1.2383
P 0.880 -1.107 -1.682  1.3379
C 0.273 0.227 -2.763  -0.3864
C 0.026 1.446 -2.125  -0.6365
C -0.576 2.490 -2.803  -0.9872
C -0.934 2.320 -4.136  0.0806
C -0.694 1.117 -4.779  -1.1295
C -0.096 0.073 -4.094  -0.5631
C -1.635 3.423 -4.879  0.7933
F -1.398 4.639 -4.340  -0.2828
F -2.974 3.257 -4.898  -0.2277
F -1.237 3.490 -6.179  -0.2886
C 2.642 -0.686 -1.390  0.2179
C 3.364 -1.568 -0.578  -0.6575
C 4.666 -1.283 -0.218  -0.6826
C 5.260 -0.104 -0.665  0.2696
C 4.566 0.769 -1.493  -1.0011
C 3.261 0.473 -1.856  0.0853
C 6.673 0.208 -0.260  0.8632
F 6.957 -0.215 0.995  -0.2734
F 7.587 -0.381 -1.073  -0.2824
F 6.940 1.533 -0.288  -0.2851
H -0.631 -5.502 -3.051  0.5458
H -0.594 -3.480 -1.665  0.3998
H 2.633 -1.906 -4.031  0.5201
H 2.595 -3.939 -5.420  0.3948
H 0.302 1.603 -1.094  1.3249
H -0.786 3.406 -2.271  0.5769
H -0.977 0.988 -5.815  0.4320
H 0.074 -0.869 -4.600  0.3888
H 2.891 -2.464 -0.206  0.1000
H 5.201 -1.964 0.427  0.4728
H 5.027 1.682 -1.841  0.4665
H 2.723 1.163 -2.488  0.4484

total charge	-1
multiplicity	1
LUMO energy	0.062	hartree
HOMO	-2.80	eV
orbital gap	4.492	eV